Record 1
{
  "formula": "C23H18AuN2O5S",
  "method": "wB97M-V/def2-TZVPD",
  "elements": ["Au", "O", "C", "C", "C", "C", "C", "C", "C", "N", "N", "C", "O", "C", "C", "C", "C", "C", "C", "H", "H", "H", "H", "H", "H", "H", "H", "H", "H", "O", "C", "O", "C", "C", "C", "C", "S", "C", "C", "H", "H", "H", "H", "H", "C", "C", "O", "H", "H", "H"],
  "xyz": [[-0.94690, -0.65312, 0.44285], [-1.96857, 0.25990, -1.19043], [-2.59807, -0.53852, -2.00643], [-3.80963, -0.10578, -2.59259], [-4.51337, -0.89910, -3.46930], [-4.04282, -2.16474, -3.83098], [-2.84789, -2.59576, -3.29756], [-2.11753, -1.82159, -2.38689], [-0.80866, -2.31210, -1.99353], [-0.10293, -1.90537, -1.00738], [1.15746, -2.44081, -0.85746], [2.03801, -1.52524, -0.46127], [1.83710, -0.30449, -0.27977], [3.41659, -2.08151, -0.20319], [3.68054, -3.44852, -0.21563], [4.95871, -3.91602, 0.04970], [5.98671, -3.02340, 0.32825], [5.72781, -1.65997, 0.34222], [4.44756, -1.19303, 0.07898], [-4.16888, 0.87581, -2.31068], [-5.44535, -0.53258, -3.88471], [-4.59572, -2.78620, -4.52261], [-2.44516, -3.56147, -3.58555], [-0.34185, -3.06748, -2.62444], [2.86889, -4.12979, -0.43120], [5.15462, -4.98157, 0.04283], [6.98465, -3.39055, 0.53590], [6.52458, -0.95886, 0.55979], [4.21702, -0.13559, 0.08843], [-0.99081, 6.96544, 0.27751], [-1.29358, 6.45071, 1.49722], [-1.44286, 7.20082, 2.42456], [-1.42776, 4.97246, 1.58733], [-1.00056, 4.09291, 0.59398], [-1.16055, 2.72557, 0.72318], [-1.75596, 2.19731, 1.87035], [-2.04122, 0.48756, 2.14827], [-2.16862, 3.07844, 2.87847], [-2.00809, 4.44102, 2.73779], [-0.98040, 6.25831, -0.37756], [-0.50325, 4.44805, -0.30357], [-0.84217, 2.06720, -0.07154], [-2.61536, 2.67574, 3.77899], [-2.32558, 5.12014, 3.51774], [1.02851, -1.04160, 2.70168], [-0.07251, -1.72109, 1.93945], [-0.47414, -2.82454, 2.13422], [1.48358, -1.75490, 3.38860], [0.58964, -0.20160, 3.24015], [1.75480, -0.64051, 1.99581]],
  "nbo_charge": [1.061, -0.810, 0.387, -0.252, -0.198, -0.302, -0.143, -0.245, 0.140, -0.331, -0.502, 0.552, -0.746, -0.031, -0.207, -0.228, -0.228, -0.215, -0.220, 0.208, 0.199, 0.202, 0.198, 0.188, 0.237, 0.201, 0.200, 0.200, 0.237, -0.679, 0.770, -0.587, -0.182, -0.184, -0.245, -0.119, -0.200, -0.248, -0.170, 0.482, 0.192, 0.248, 0.216, 0.230, -0.763, 0.484, -0.544, 0.220, 0.252, 0.275],
  "total_energy_ev": -51890.700,
  "e_above_lowest_kcal_mol": 0.0,
  "max_force_ha_per_bohr": 0.004,
  "spin_multiplicity": 1,
  "lumo_ev": 2.619,
  "total_charge": -1,
  "homo_lumo_gap_ev": 7.57
}

=====

Record 2
{
  "formula": "C5H10O",
  "method": "wB97M-V/def2-TZVPD",
  "elements": ["C", "C", "C", "C", "O", "C", "H", "H", "H", "H", "H", "H", "H", "H", "H", "H"],
  "xyz": [[-1.49277, 0.96637, -0.44290], [-0.54716, -0.21372, -0.18543], [-0.75191, -0.82983, 1.18304], [0.77725, -0.06903, -0.68783], [0.76115, -0.13039, -1.97720], [2.08446, -0.00135, 0.02709], [-1.27630, 1.48029, -1.38484], [-1.43329, 1.70829, 0.37002], [-2.53099, 0.61739, -0.48444], [-0.38108, -0.51554, -1.66715], [-0.61723, -0.09752, 1.99650], [-0.07239, -1.66890, 1.37162], [-1.77383, -1.21648, 1.27358], [2.02622, 0.61088, 0.93111], [2.37361, -1.01587, 0.32763], [2.85426, 0.37541, -0.65080]],
  "nbo_charge": [-0.594, -0.410, -0.617, 0.547, -0.645, -0.705, 0.218, 0.187, 0.210, 0.460, 0.193, 0.207, 0.220, 0.230, 0.252, 0.247],
  "total_energy_ev": -7391.714,
  "e_above_lowest_kcal_mol": 70.4,
  "max_force_ha_per_bohr": 0.006,
  "spin_multiplicity": 1,
  "lumo_ev": 0.756,
  "total_charge": 0,
  "homo_lumo_gap_ev": 8.67
}

=====

Record 3
{
  "formula": "CH4NO3P",
  "method": "wB97M-V/def2-TZVPD",
  "elements": ["C", "N", "O", "O", "O", "P", "H", "H", "H", "H"],
  "xyz": [[-1.88185, -0.09230, -0.02962], [-0.47999, -0.08507, 0.06589], [1.55511, -0.22815, -1.45449], [1.59852, 0.51460, 0.94764], [-2.67163, 0.62370, -0.53218], [0.82513, 0.85883, -0.50974], [-2.15651, -1.11236, 0.18557], [1.87553, -1.11127, -1.07132], [1.53174, 1.29221, 1.53552], [-0.19604, -0.66019, 0.86272]],
  "nbo_charge": [0.554, -0.999, -1.006, -1.011, -0.544, 1.503, 0.086, 0.510, 0.498, 0.408],
  "total_energy_ev": -18024.181,
  "e_above_lowest_kcal_mol": 14.7,
  "max_force_ha_per_bohr": 0.059,
  "spin_multiplicity": 1,
  "lumo_ev": 0.590,
  "total_charge": 0,
  "homo_lumo_gap_ev": 10.40
}

=====

Record 4
{
  "formula": "C4H6N2O",
  "method": "wB97M-V/def2-TZVPD",
  "elements": ["C", "C", "C", "C", "O", "N", "N", "H", "H", "H", "H", "H", "H"],
  "xyz": [[1.31998, -1.10749, -0.05782], [0.78543, 0.02396, -0.68816], [-0.55241, 0.03390, -1.19782], [-1.20264, 0.54388, -0.10325], [-2.51654, 0.54585, 0.13865], [-0.33108, 0.89645, 0.91143], [0.86912, 1.14535, 0.15552], [0.24224, -0.50485, 1.01776], [2.25765, -1.03268, 0.49390], [1.09595, -2.09915, -0.44622], [-0.96878, -0.55795, -1.99934], [-2.64549, 1.02893, 0.96922], [1.64657, 1.08380, 0.80611]],
  "nbo_charge": [-0.557, 0.215, -0.399, 0.473, -0.646, -0.444, -0.432, 0.265, 0.214, 0.221, 0.239, 0.497, 0.355],
  "total_energy_ev": -9268.044,
  "e_above_lowest_kcal_mol": 125.9,
  "max_force_ha_per_bohr": 0.007,
  "spin_multiplicity": 1,
  "lumo_ev": 0.429,
  "total_charge": 0,
  "homo_lumo_gap_ev": 9.29
}